32
Properties=species:S:1:pos:R:3 method="wB97M-V/def2-TZVPD" e_above_lowest_kcal_mol=0.0 spin_multiplicity=1 fmax_ev_per_a=5.86 charge=-2 homo_lumo_gap_ev=4.0
O 0.80448 0.27137 -0.39878
V -0.28188 0.95618 0.49401
O -1.24895 1.85225 -0.42100
P 0.06834 2.46869 2.77593
O -0.89181 3.57347 3.14195
O -0.61717 1.05603 2.47591
O 0.76381 2.10992 4.10809
O 1.00282 2.51597 1.49216
C 1.67554 -3.43002 0.18432
O 2.99397 -3.43716 -0.37936
H 1.44025 -2.40474 0.48131
H 0.95020 -3.99886 -0.38907
H 1.71341 -3.93285 1.16468
H 3.59776 -3.48053 0.36343
C 3.71692 2.30577 -0.22418
O 3.38331 1.57166 0.93482
H 4.00676 3.32252 0.10118
H 4.58373 1.93949 -0.77938
H 2.81419 2.41554 -0.83274
H 2.44934 1.87923 1.17109
C -2.33222 -1.83069 0.12344
O -1.33050 -1.14540 0.85487
H -2.29746 -1.47920 -0.90748
H -2.16816 -2.91561 0.11731
H -3.31164 -1.66100 0.58803
H -1.11169 -1.66947 1.62940
C -3.29329 0.87483 -2.92596
O -3.15675 -0.44880 -3.44783
H -3.55365 0.88891 -1.86781
H -2.38784 1.43694 -3.12153
H -4.12599 1.38502 -3.43164
H -3.85584 -0.98945 -3.07519